Record 1
Density functional theory data (ωB97M-V with the def2-TZVPD basis set) for a 10-piece molecular cluster, C42H100F6N6O9S2 overall.

E_LUMO = -0.37071 hartree
HOMO level = -10.919 eV
HOMO-LUMO gap = 0.831 eV
M = 1011.42 g mol⁻¹
ΔE to the lowest compared entry with this formula, charge and spin = 8.855 eV
largest force on an atom = 7.02 eV Å⁻¹

```
! wB97M-V def2-TZVPD RIJCOSX def2/J DEFGRID3
* xyz 4 1
C 15.446 7.638 20.869
C 16.091 7.955 19.525
N 17.568 7.820 19.330
C 17.953 6.324 19.441
C 17.816 8.216 17.810
C 19.273 8.381 17.451
C 18.427 8.559 20.278
C 17.815 9.877 20.720
O 17.693 10.665 19.593
C 17.631 12.088 19.911
H 14.417 7.929 20.718
H 15.952 8.208 21.668
H 15.459 6.565 21.080
H 15.873 8.989 19.158
H 15.693 7.295 18.786
H 17.665 5.949 20.396
H 19.000 6.214 19.332
H 17.492 5.611 18.615
H 17.352 9.232 17.708
H 17.233 7.486 17.212
H 19.894 7.673 17.976
H 19.605 9.422 17.734
H 19.354 8.207 16.337
H 19.362 8.745 19.781
H 18.609 7.942 21.189
H 18.407 10.360 21.535
H 16.928 9.777 21.236
H 16.734 12.252 20.399
H 17.770 12.708 19.019
H 18.393 12.410 20.640
C 18.581 24.321 14.805
C 18.068 24.992 15.857
N 17.136 21.997 10.657
C 17.505 22.731 9.496
C 18.036 20.798 10.741
C 17.459 19.663 11.437
C 16.249 22.244 11.468
C 15.980 20.185 5.151
O 16.867 20.001 4.154
C 18.528 20.519 3.998
H 19.087 23.382 14.969
H 20.590 25.846 17.717
H 18.570 24.698 13.793
H 17.683 26.089 15.662
H 18.010 24.650 16.894
H 18.561 23.062 9.567
H 16.881 23.611 9.202
H 17.498 22.014 8.641
H 19.073 20.921 11.064
H 18.104 20.601 9.695
H 17.992 18.763 11.309
H 16.375 19.608 11.117
H 17.568 19.780 12.481
H 15.514 23.052 11.419
H 16.250 21.500 12.270
H 16.504 20.204 6.034
H 8.266 19.986 6.831
H 18.781 19.965 3.183
H 19.169 20.371 4.959
H 18.492 21.637 3.793
C 4.363 21.054 20.303
C 5.560 20.106 20.081
N 6.946 20.717 20.186
C 7.089 21.585 21.387
C 7.986 19.569 20.242
C 8.242 18.839 18.872
C 7.138 21.608 18.912
C 8.337 22.541 19.034
O 9.638 21.861 19.110
C 10.649 22.803 19.299
H 4.002 21.027 21.358
H 3.542 20.716 19.646
H 4.565 22.138 20.097
H 5.538 19.598 19.152
H 5.507 19.373 20.896
H 8.096 21.777 21.564
H 6.617 21.034 22.251
H 6.442 22.424 21.195
H 7.542 18.942 21.004
H 8.908 19.937 20.652
H 8.702 17.862 19.105
H 8.829 19.437 18.187
H 7.376 18.560 18.283
H 6.269 22.249 18.852
H 7.254 20.858 18.141
H 8.273 23.194 19.948
H 8.318 23.250 18.243
H 10.496 23.728 18.675
H 11.566 22.383 18.949
H 10.812 23.140 20.282
C 5.666 10.696 15.097
C 6.493 10.943 13.840
N 7.998 10.422 14.013
C 7.924 8.998 14.503
C 8.533 10.588 12.646
C 9.999 10.143 12.610
C 8.759 11.202 15.045
C 9.008 12.661 14.749
O 7.768 13.396 14.765
C 8.025 14.796 14.706
H 6.188 10.802 16.027
H 5.068 9.822 15.061
H 4.866 11.550 15.034
H 6.516 11.988 13.517
H 6.083 10.254 13.095
H 7.346 8.475 13.800
H 7.429 9.004 15.508
H 8.903 8.476 14.590
H 8.352 11.594 12.245
H 7.893 9.926 12.009
H 10.656 10.940 13.084
H 10.306 10.080 11.559
H 10.090 9.204 13.099
H 9.736 10.587 15.135
H 8.195 11.124 16.026
H 9.576 12.871 13.794
H 9.685 13.024 15.491
H 8.379 15.227 15.588
H 7.064 15.262 14.656
H 8.660 15.168 13.892
C 15.742 20.068 26.181
C 16.355 20.152 27.611
N 17.342 19.028 27.888
C 16.640 17.716 27.502
C 18.642 19.059 26.959
C 19.439 20.274 27.221
C 17.841 19.108 29.317
C 16.817 19.090 30.427
O 16.025 17.963 30.385
C 15.571 17.551 31.690
H 16.478 20.416 25.498
H 14.900 20.698 26.066
H 15.387 19.056 25.890
H 15.560 20.057 28.404
H 16.911 21.094 27.792
H 16.922 16.882 28.085
H 16.769 17.525 26.441
H 15.615 17.910 27.758
H 18.274 19.053 25.895
H 19.058 18.035 27.145
H 20.291 20.340 26.546
H 19.738 20.374 28.254
H 18.807 21.127 26.978
H 18.392 20.054 29.345
H 18.516 18.256 29.364
H 16.054 19.882 30.411
H 17.391 19.160 31.356
H 16.282 16.851 32.108
H 14.667 16.966 31.594
H 15.322 18.338 32.377
C 13.099 15.935 17.696
F 12.681 16.963 16.983
F 12.879 14.845 16.904
F 14.343 16.200 17.971
S 12.113 15.793 19.326
O 10.763 15.844 18.982
O 12.735 14.726 20.043
N 12.650 17.099 20.131
S 11.734 18.309 20.724
O 11.687 19.354 19.687
O 10.529 17.883 21.317
C 12.826 18.959 21.979
F 13.098 17.977 22.820
F 13.855 19.578 21.581
F 12.090 19.792 22.696
*
```

Record 2
Density functional theory data (ωB97M-V with the def2-TZVPD basis set) for an isolated molecule of CH2F3P.

E_LUMO (alpha / beta) = -0.05352 / -0.06339 hartree
HOMO level (alpha / beta) = -9.488 / -9.798 eV
HOMO-LUMO gap (alpha / beta) = 8.032 / 8.073 eV
M = 102.00 g mol⁻¹
ΔE to the lowest compared entry with this formula, charge and spin = 2.155 eV
structure (SMILES) = C=P(F)(F)F
largest force on an atom = 2.50 eV Å⁻¹

```
! wB97M-V def2-TZVPD RIJCOSX def2/J DEFGRID3
* xyz 0 1
C -0.285 1.206 0.631
P 0.179 -0.582 -0.477
F -1.176 -1.407 -0.323
F 0.800 -1.754 -1.553
F 1.109 -1.165 0.660
H 0.545 1.895 0.910
H -1.171 1.808 0.150
*
```

Record 3
Density functional theory data (ωB97M-V with the def2-TZVPD basis set) for a 2-piece molecular cluster, C18H31F6N3O9S2 overall.

E_LUMO = -0.02528 hartree
HOMO level = -8.141 eV
HOMO-LUMO gap = 7.453 eV
M = 611.58 g mol⁻¹
largest force on an atom = 0.75 eV Å⁻¹

```
! wB97M-V def2-TZVPD RIJCOSX def2/J DEFGRID3
* xyz 0 1
C -4.173 -4.446 0.424
C -5.106 -3.215 0.396
C -4.917 -2.285 1.596
C -3.603 -1.508 1.592
N -3.651 -0.471 0.553
C -2.500 0.387 0.401
O -1.400 -0.083 1.129
C -0.305 0.843 1.117
C 0.828 0.233 1.939
C 0.371 -0.381 3.262
C -0.402 0.558 4.195
C -1.374 -0.196 5.097
O -0.713 -1.094 5.979
C 0.139 1.054 -0.324
C 1.397 1.861 -0.627
C 1.895 1.510 -2.048
C 3.117 0.578 -2.023
S 2.895 -0.574 -3.343
O 2.703 0.142 -4.569
O 1.894 -1.517 -2.887
O 4.280 -1.312 -3.448
N -1.012 1.522 -1.226
C -1.361 2.985 -1.181
F -1.128 3.476 0.012
F -2.638 3.134 -1.466
F -0.633 3.592 -2.079
C -2.181 0.552 -1.081
N -1.782 -0.606 -1.837
C -1.542 -1.704 -1.345
O -1.381 -2.755 -0.900
H -4.736 -5.364 0.604
H -3.654 -4.581 -0.528
H -3.403 -4.350 1.191
H -6.143 -3.561 0.390
H -4.982 -2.683 -0.554
H -5.734 -1.560 1.662
H -4.957 -2.897 2.504
H -2.763 -2.200 1.458
H -3.460 -1.021 2.560
H -3.883 -0.905 -0.333
H -2.755 1.405 0.763
H -0.640 1.767 1.598
H 1.540 1.035 2.163
H 1.364 -0.508 1.337
H 1.276 -0.708 3.783
H -0.221 -1.283 3.077
H -0.990 1.300 3.644
H 0.287 1.116 4.837
H -1.933 0.506 5.722
H -2.105 -0.729 4.471
H -0.587 -1.938 5.535
H 0.329 0.049 -0.719
H 2.147 1.585 0.110
H 1.255 2.939 -0.538
H 1.097 0.984 -2.595
H 2.110 2.403 -2.635
H 4.062 1.120 -2.145
H 3.159 -0.027 -1.114
H 4.365 -1.968 -2.739
H -0.650 1.355 -2.177
H -3.058 0.989 -1.557
C 6.949 2.176 -4.255
F 7.097 0.923 -4.712
F 7.926 2.924 -4.781
F 5.778 2.639 -4.729
S 6.983 2.226 -2.416
O 8.272 1.673 -2.089
O 5.846 1.369 -2.091
O 6.774 3.625 -2.124
*
```

Record 4
Density functional theory data (ωB97M-V with the def2-TZVPD basis set) for C3H5NO2 as an isolated structure.

E_LUMO (alpha / beta) = -0.01692 / 0.01814 hartree
HOMO level (alpha / beta) = -7.264 / -7.962 eV
HOMO-LUMO gap (alpha / beta) = 6.804 / 8.456 eV
M = 87.08 g mol⁻¹
ΔE to the lowest compared entry with this formula, charge and spin = 6.586 eV
largest force on an atom = 2.72 eV Å⁻¹

```
! wB97M-V def2-TZVPD RIJCOSX def2/J DEFGRID3
* xyz 0 1
N -1.602 0.750 0.228
C -0.730 -0.182 0.534
O -0.682 -0.881 1.585
C 0.463 -0.607 -0.302
C 1.410 0.285 -0.779
O 0.814 -1.378 1.065
H -1.378 1.285 -0.607
H -2.321 1.069 0.861
H 0.172 -1.399 -0.998
H 1.986 0.044 -1.662
H 1.739 1.118 -0.165
*
```